Entry from the OMol25 dataset: a molecular structure, C36H72IN2O35 in a non-equilibrium geometry (ωB97M-V/def2-TZVPD).

```
146
Properties=species:S:1:pos:R:3
I 0.00 -1.76 2.85
O 7.24 4.46 3.15
O -5.40 -2.55 -2.19
O -10.72 -3.94 -5.01
O 6.26 6.07 4.39
O -0.52 -1.83 8.87
O -1.67 -0.24 7.96
O -0.99 4.55 3.02
O -6.35 3.50 -2.83
O -0.85 3.14 1.39
O -8.83 -3.56 -5.98
O -5.54 -0.64 -3.40
O 5.64 5.84 2.34
O -7.38 5.13 -1.64
O -1.20 2.34 3.48
O 6.39 3.75 -1.32
O -10.47 -4.57 -7.17
O -6.41 3.42 7.66
O 13.14 -8.52 -2.27
O 6.99 -6.18 -1.88
O 4.51 3.38 -0.29
O 11.82 -6.82 -2.43
O -7.07 2.94 9.77
O 0.93 0.15 -0.34
O 4.70 2.75 -2.45
O -5.21 5.24 -2.26
O 6.37 -4.14 -1.49
O 2.92 -0.70 -0.04
O -1.00 -1.97 6.67
O 0.54 4.21 -5.38
O 4.92 -5.53 -2.52
O -1.47 3.67 -5.97
O 10.98 -8.88 -2.86
O -0.48 2.50 -4.31
O -3.87 -1.04 -1.92
O -5.27 1.97 8.79
N -0.03 -2.54 -2.06
N -0.22 -2.23 0.86
C 11.89 -8.15 -2.55
C -1.03 3.25 2.70
C -1.17 4.82 4.41
C -6.59 -3.00 -2.82
C -7.50 4.34 7.56
C -0.47 3.37 -5.14
C -3.33 0.24 -2.25
C 5.74 5.16 1.07
C -4.99 -1.34 -2.58
C 5.15 3.24 -1.45
C 10.53 -6.27 -2.70
C 6.46 5.36 3.27
C -0.86 1.79 0.90
C -7.57 2.77 -2.84
C -1.06 -1.40 7.72
C -6.41 4.67 -2.19
C 0.97 -3.06 -1.13
C 1.69 4.01 -4.55
C -12.05 -4.45 -5.05
C -6.33 2.79 8.83
C 7.18 3.66 -2.50
C 0.17 -3.08 8.77
C 6.71 -7.48 -2.40
C 13.36 -9.93 -2.36
C -5.06 1.22 9.98
C 5.98 -5.30 -2.01
C -10.05 -4.08 -6.16
C 7.07 5.67 5.49
C -2.29 0.34 6.80
C -5.12 6.51 -1.61
C -2.63 2.85 -5.82
C 1.11 -2.24 0.21
C 3.16 2.87 -0.32
C -7.99 -3.64 -7.13
C 5.39 -3.10 -1.56
C 1.68 -0.82 -0.07
H 12.73 -10.46 -1.65
H 6.72 4.22 -3.32
H 2.43 4.75 -4.84
H -1.55 0.55 6.03
H 5.04 5.63 0.39
H 6.75 5.27 0.66
H -0.70 1.82 -0.18
H -0.52 -3.87 8.45
H -0.90 -2.27 -1.61
H -3.07 -0.32 6.41
H -12.05 -5.52 -5.26
H -8.36 3.33 -3.35
H 3.16 1.80 -0.53
H -5.91 0.58 10.20
H -3.37 3.18 -6.54
H -1.83 1.32 1.09
H 8.15 4.10 -2.28
H 2.73 3.03 0.67
H 8.13 5.80 5.25
H 1.80 -2.83 0.86
H -7.46 4.78 6.57
H 10.59 -5.19 -2.58
H -0.76 -1.52 0.36
H -4.10 6.87 -1.73
H -7.40 1.84 -3.39
H 13.17 -10.29 -3.38
H -0.38 4.36 5.00
H -5.81 7.22 -2.06
H -2.75 1.28 7.11
H 10.23 -6.48 -3.73
H -4.18 0.60 9.83
H 0.61 -4.07 -0.82
H 4.49 -3.38 -1.00
H -1.12 5.90 4.54
H 5.49 4.12 1.17
H -0.06 1.20 1.34
H 0.56 -3.32 9.75
H -6.82 -3.99 -2.43
H 7.32 2.62 -2.79
H 5.87 -7.93 -1.88
H 7.60 -8.09 -2.24
H -2.38 1.81 -6.03
H -2.42 0.38 -1.65
H -7.82 -4.67 -7.42
H -3.06 0.29 -3.30
H -12.50 -4.29 -4.07
H 5.82 -2.21 -1.10
H -7.03 -3.19 -6.87
H -7.42 -2.33 -2.60
H 9.79 -6.66 -2.00
H 0.34 -1.80 -2.65
H 5.14 -2.88 -2.59
H -7.88 2.51 -1.82
H -5.33 6.41 -0.54
H 1.96 -3.22 -1.60
H 6.82 6.31 6.34
H 6.52 -7.43 -3.47
H 1.44 4.16 -3.50
H -12.65 -3.92 -5.79
H -3.05 2.95 -4.82
H 2.56 3.41 -1.05
H -4.03 1.04 -1.99
H -8.45 3.82 7.68
H -4.86 1.89 10.82
H -2.15 4.47 4.74
H 1.00 -3.00 8.07
H 14.40 -10.12 -2.12
H -6.45 -3.08 -3.90
H 6.86 4.64 5.77
H -8.42 -3.07 -7.96
H 2.11 3.02 -4.70
H -7.40 5.13 8.30
```

Computed properties:
**Gap between HOMO and LUMO**: 0.24600 Eh
**HOMO**: -4.895 eV
**Net charge**: -1
**F_max**: 1.5 eV Å⁻¹

These are the Mulliken partial charges, in e, on atoms 1 to 5:
1. I 0.152
2. O -0.543
3. O -0.335
4. O -0.287
5. O -0.335